C7H16N2O in the gas phase, computed with ωB97M-V/def2-TZVPD.

```
26
Properties=species:S:1:pos:R:3:forces:R:3:nbo_charge:R:1
H -1.423182 0.518140 2.954889 -0.1451 -0.0894 -0.3065 0.34
N -0.926981 0.914593 2.154643 0.2976 0.2938 0.8709 -0.67
C -1.482342 0.739947 1.037629 -0.3475 -0.0126 -0.3566 0.35
C -2.787557 0.026808 0.826547 -0.2408 0.0625 0.2711 -0.69
C -0.836965 1.335419 -0.182071 0.0649 -0.0372 -0.2844 -0.48
C -0.306731 0.316392 -1.200745 0.3218 0.1487 0.1488 -0.41
C 1.121099 -0.206836 -0.922572 -0.2456 -0.4291 -0.2466 0.24
C 1.473717 -1.212480 -2.028537 -0.0286 0.3610 0.4480 -0.61
O 2.033024 0.865146 -0.989808 0.0597 0.1138 -0.1958 -0.75
C 1.242021 -0.901687 0.462687 0.0575 0.0477 -0.1986 -0.25
N 1.739996 0.045902 1.447227 -0.0534 0.0473 0.2866 -0.88
H -3.160471 -0.404750 1.763024 0.0684 0.0803 -0.2246 0.22
H -2.684096 -0.762126 0.085370 -0.0294 -0.0770 -0.0559 0.23
H -3.528424 0.739107 0.443362 0.0775 -0.1374 0.0438 0.23
H -1.591772 1.952867 -0.684749 0.0823 -0.0056 0.1042 0.22
H -0.014976 1.984924 0.121115 -0.0986 0.0673 0.0141 0.24
H -0.263489 0.809854 -2.172602 -0.0286 -0.0638 -0.0650 0.22
H -0.985694 -0.531906 -1.287971 -0.0579 -0.0797 -0.0809 0.19
H 2.485587 -1.576725 -1.883600 0.1556 -0.0591 0.0306 0.21
H 1.422646 -0.729471 -2.996270 -0.0581 0.0923 -0.2426 0.21
H 0.787042 -2.051656 -2.009813 -0.1426 -0.2296 -0.0403 0.20
H 2.355680 0.994413 -0.079994 0.0248 -0.0375 0.0982 0.50
H 0.272398 -1.350103 0.729025 0.0981 0.0002 -0.0351 0.17
H 1.972558 -1.710123 0.381686 -0.0668 0.0005 -0.0122 0.20
H 0.974544 0.638480 1.779325 0.1951 -0.1649 0.1131 0.40
H 2.112367 -0.444128 2.252203 0.0399 0.1072 -0.0844 0.37
```
Forces are in eV/Å.

**Maximum force**: 0.0188 Eh/bohr
**Energy relative to the best compared isomer or geometry (same formula, charge and spin)**: 22.2 kcal per mole
**SMILES**: [H]/N=C(\C)CC[C@@](C)(O)CN

C7H16N2O in the gas phase at a distorted geometry, computed with ωB97M-V/def2-TZVPD.

```
26
Properties=species:S:1:pos:R:3:forces:R:3:nbo_charge:R:1
C 1.090454 0.469406 -1.147737 -1.1977 -0.4524 -1.5076 -0.42
C 0.260384 -0.540765 -1.918447 0.6138 -0.6861 -2.6708 -0.26
C 0.777217 0.189854 0.286269 0.9211 2.8969 1.8276 -0.15
C -0.734611 0.170421 0.520177 -2.0767 -1.6505 -2.6749 0.47
C 1.419063 1.359338 1.127393 -0.3676 -1.2003 -0.0891 -0.60
C 1.445071 -1.076955 0.717090 0.9313 -2.7334 -2.5664 -0.62
C -1.347222 -0.409183 1.827195 1.4876 -2.5214 -0.0975 -0.70
N -0.958923 -0.908689 -1.210899 0.2713 1.0654 0.7762 -0.33
N -2.073477 -0.373026 -1.930153 0.6062 -1.1811 1.4028 -0.65
O -1.566269 1.249495 0.100598 3.3732 0.1523 0.0621 -0.72
H 2.127328 0.279349 -1.419687 0.2141 0.5253 0.3400 0.22
H 0.722292 1.434399 -1.570617 0.6657 -0.1979 1.0859 0.22
H 0.108331 -0.048816 -2.955260 -0.4946 -0.9253 1.4669 0.19
H 0.866556 -1.458922 -2.211508 -0.6904 0.7552 0.7172 0.19
H 2.393203 1.009123 1.549236 -0.9839 0.5645 0.0682 0.21
H 0.637247 1.673049 1.829754 0.8532 0.2949 0.3660 0.21
H 1.600410 2.112639 0.394398 0.2354 1.0518 0.0479 0.21
H 2.559387 -1.203593 0.422150 -1.4732 1.2007 0.9436 0.22
H 1.099446 -1.878327 -0.015313 -0.2984 0.3755 1.5353 0.23
H 1.286345 -1.328258 1.754800 0.0027 -0.2695 0.1533 0.22
H -0.650978 -0.357415 2.695057 -0.1644 0.2788 -0.6581 0.23
H -1.625902 -1.533986 1.835548 0.5144 1.7299 -0.6253 0.25
H -2.224325 0.106960 2.135858 -0.7586 0.5973 0.0354 0.21
H -2.780418 -0.703822 -1.268176 -0.7001 0.8561 -0.9090 0.35
H -2.006170 0.650857 -2.001333 -0.3715 -0.3023 0.3833 0.34
H -2.424438 1.116867 0.453606 -1.1128 -0.2246 0.5871 0.48
```
Forces are in eV/Å.

**Maximum force**: 0.0751 Eh/bohr
**Energy relative to the best compared isomer or geometry (same formula, charge and spin)**: 116.0 kcal per mole

A 2-piece molecular cluster, C7H16N2O2 overall, computed with ωB97M-V/def2-TZVPD.

```
27
Properties=species:S:1:pos:R:3:forces:R:3:nbo_charge:R:1
C 3.782466 1.421956 -0.464168 -0.0529 0.1894 0.4307 -0.60
C 2.910174 0.812417 0.646197 0.0803 -0.3946 -0.2372 -0.49
C 2.323699 -0.506505 0.152701 0.2002 -0.2806 0.1449 0.66
O 2.928894 -1.220401 -0.621459 -0.3721 0.1598 0.0379 -0.60
N 1.093964 -0.814537 0.668574 -0.3357 -0.3702 0.0096 -0.49
N 0.390479 -1.956165 0.166283 0.3363 0.6429 0.5141 -0.63
H 4.464838 0.666405 -0.848410 -0.1066 -0.0143 -0.0358 0.24
H 4.384630 2.243266 -0.069064 -0.1149 0.0298 -0.0548 0.20
H 3.170866 1.802011 -1.293887 0.1407 -0.1542 0.2330 0.21
H 3.493190 0.552636 1.543342 0.0117 0.2442 -0.2521 0.23
H 2.101109 1.473960 0.956802 0.0672 0.1713 0.0348 0.20
H 0.670521 -0.240167 1.397929 0.2154 -0.2156 -0.6419 0.37
H -0.210707 -2.314544 0.904354 0.1756 0.0759 -0.1663 0.35
H -0.187749 -1.616597 -0.592386 -0.2316 -0.1084 0.0105 0.36
C -3.814522 -0.848830 0.488795 0.1270 0.5928 -0.0354 -0.55
C -3.034253 -0.785424 -0.592849 -0.0056 0.1980 0.3318 0.15
O -1.966197 0.023483 -0.855489 -0.4397 0.0861 0.2758 -0.51
C -1.699853 1.039257 0.121047 0.1932 -0.0251 -0.0201 -0.07
C -2.677572 2.208251 0.053994 0.2355 0.1367 0.1516 -0.64
H -3.790356 -0.149173 1.324458 0.2149 -0.2787 -0.2230 0.20
H -4.617814 -1.565929 0.496584 -0.0195 -0.1393 -0.0596 0.22
H -3.222013 -1.440684 -1.423741 0.1363 -0.2334 -0.2374 0.19
H -1.701534 0.559915 1.110856 0.0083 0.1790 -0.0634 0.17
H -0.669791 1.391974 -0.086823 -0.5994 -0.2394 0.0235 0.20
H -2.349906 2.958706 0.791379 -0.1667 -0.1392 -0.2935 0.22
H -3.717532 1.949869 0.269071 0.2363 -0.1545 0.0331 0.22
H -2.651272 2.651882 -0.943185 0.0657 0.0413 0.0890 0.22
```
Forces are in eV/Å.

**Maximum force**: 0.0173 Eh/bohr
**Energy relative to the best compared isomer or geometry (same formula, charge and spin)**: 45.0 kcal per mole
**SMILES**: CCC(=O)NN.C=COCC

C7H16N2O3 as an isolated structure at a distorted geometry, computed with ωB97M-V/def2-TZVPD.

```
28
Properties=species:S:1:pos:R:3:forces:R:3:nbo_charge:R:1
C -3.212021 1.414238 -0.132563 -0.3691 4.5594 -1.3739 -0.64
C -2.683182 0.081601 -0.300715 4.3832 -0.1692 -1.4420 0.20
C -0.625660 -1.263664 0.852554 -2.1958 -0.7609 -7.0016 -0.19
C 0.458520 -0.670537 -0.203558 1.3056 -4.4773 5.0368 -0.09
C 2.810731 -1.000485 -0.486922 1.4256 -3.4096 0.5866 -0.28
C 2.621328 0.386905 0.005275 -3.0568 0.4408 -2.8764 0.00
C 1.200193 0.464394 0.536303 -0.2914 2.2438 -2.1465 0.06
H -4.394412 1.327179 -0.350534 2.9677 0.7361 -0.1410 0.25
H -3.176140 1.731708 0.953913 0.3378 -0.0117 -1.2829 0.23
H -2.468305 2.199987 -0.957879 -2.7884 -1.9436 2.8879 0.21
H -2.256967 -0.116377 -1.286301 0.6490 0.4780 -0.1469 0.15
H -3.356791 -0.809279 0.831242 -2.6552 -1.2591 -1.9832 0.49
H -0.945203 0.457578 0.909383 -0.4187 3.0547 0.3438 0.38
H -1.032998 -2.300406 0.621221 0.7310 1.2617 0.1725 0.20
H -0.067749 -1.229240 1.667030 1.7850 -0.3260 4.1945 0.19
H 0.058277 -0.386505 -1.107849 -0.7671 0.7530 -1.9225 0.21
H 1.499238 -2.447461 -1.002772 -0.6638 1.7015 2.0511 0.37
H 3.235851 -1.560954 0.326597 2.8495 -0.3260 -0.5645 0.23
H 3.135956 -1.237784 -1.627060 -0.0331 1.1089 2.8344 0.19
H 2.244729 0.675733 -0.959047 0.7576 1.9084 -1.1896 0.17
H 4.265854 1.105865 -0.065277 2.5602 0.1965 -1.3429 0.47
H 1.288137 0.601157 1.643613 -1.3055 0.0140 -0.7721 0.22
H 1.155180 2.415807 -0.552727 -2.5827 -3.0897 1.4046 0.48
N -1.642079 -0.225197 0.863170 -2.4788 -0.5901 -0.1334 -0.69
N 1.552810 -1.702418 -0.207414 -1.8322 -0.7308 -3.2493 -0.63
O -3.704132 -0.758215 -0.202029 -0.3289 -3.2719 5.1756 -0.72
O 3.583222 1.229909 0.536872 -1.6793 -0.4586 1.6026 -0.67
O 0.455601 1.616473 -0.304530 3.6948 2.3677 1.2785 -0.79
```
Forces are in eV/Å.

**Maximum force**: 0.1435 Eh/bohr
**Energy relative to the best compared isomer or geometry (same formula, charge and spin)**: 169.2 kcal per mole